2 unconnected molecules or ions with the total composition C3H9NO2S. Source: OMol25; level of theory: ωB97M-V with the def2-TZVPD basis set.

Properties
E_HOMO   -0.3 eV
2S+1   1
Electronic energy   -19674.81868 eV
Charge   -2
LUMO   0.2149 Ha
Energy above the lowest of the compared OMol25 structures with the same formula, charge and spin   1.246 eV

Geometry (Å):
S 2.04475 -1.70857 0.08937
O -1.74392 0.97964 0.25496
O -4.66138 0.20420 -0.47614
N 1.33715 1.48185 0.84489
C 0.63565 0.82350 -0.26093
C -0.58173 0.08436 0.26592
C 1.59181 -0.21558 -0.93705
H -4.11714 0.25175 0.30918
H 1.29821 1.04536 1.75926
H 2.53697 0.33918 -1.12422
H 1.13778 -0.69152 -1.83809
H 0.50882 1.60095 -1.04015
H -2.55518 0.52065 -0.05311
H -0.81362 -0.83427 -0.26502
H -0.39338 -0.21289 1.30016
H 2.30874 1.23935 0.61296

Forces on the atoms, in the same order (eV/Å):
0.1 0.4 0.0
0.6 -0.6 0.1
0.0 -0.1 -0.3
1.8 0.6 -0.2
0.8 -1.6 -0.1
-1.9 1.3 -0.1
0.1 -0.7 0.5
-0.3 0.0 0.6
-0.9 -0.5 -0.3
-0.5 -0.3 -0.6
0.3 1.0 0.3
-0.9 -0.4 0.5
0.3 0.2 -0.2
0.1 0.0 -0.4
0.1 0.0 -0.1
0.0 0.7 0.3

Charges computed using Mulliken, reported in e: -0.7252, -0.5094, -1.1581, -0.7630, 0.3159, -0.5035, -1.0809, 0.1943, 0.3049, 0.3663, 0.3056, 0.1464, 0.2696, 0.3517, 0.2407, 0.2448

---

2 unconnected molecules or ions with the total composition C3H9NO2S. Source: OMol25; level of theory: ωB97M-V with the def2-TZVPD basis set.

Properties
E_HOMO   0.2 eV
2S+1   1
Electronic energy   -19674.23500 eV
Charge   -2
LUMO   0.2242 Ha
Energy above the lowest of the compared OMol25 structures with the same formula, charge and spin   1.830 eV

Geometry (Å):
S -1.18930 3.52157 0.32460
O 1.63391 -1.79250 0.38205
O -0.46306 -3.08762 0.01902
N 0.21514 -0.13767 -0.50039
C -0.41310 0.74895 0.41587
C 1.68289 -0.56255 -0.06876
C -1.38427 1.72353 -0.32842
H 0.32136 1.27323 1.14448
H -0.98162 0.07983 1.15374
H 0.19617 0.40746 -1.33149
H -0.74415 -2.18307 0.03875
H -2.27660 1.35353 0.19691
H -1.49149 1.71520 -1.36437
H 2.34552 -0.41975 -0.94234
H 1.97447 -0.01503 0.74985
H 0.57412 -2.62512 0.11049

Forces on the atoms, in the same order (eV/Å):
-0.1 -0.8 -0.7
0.8 -2.7 0.4
1.7 -0.3 0.1
2.3 -0.3 0.0
0.0 0.0 2.1
-3.0 -1.1 -2.1
-0.3 0.9 5.2
-0.9 -0.2 -1.5
0.2 1.0 -0.7
0.7 0.1 -1.2
-1.2 0.9 -0.2
-0.6 0.6 -1.1
0.3 -0.4 -1.7
0.0 0.3 -0.3
0.8 2.8 1.6
-0.7 -0.7 0.0

Charges computed using Mulliken, reported in e: -0.8310, -0.8001, -0.9163, -0.4362, -0.3240, -0.3283, -0.7659, 0.2247, 0.1884, 0.1727, 0.2981, 0.1422, 0.4576, 0.2154, 0.3103, 0.3924

---

2 unconnected molecules or ions with the total composition C3H9NO2S. Source: OMol25; level of theory: ωB97M-V with the def2-TZVPD basis set.

Properties
E_HOMO (alpha / beta)   -10.5 / -10.5 eV
2S+1   1
Electronic energy   -19671.97950 eV
Charge   0
LUMO (alpha / beta)   -0.0529 / -0.0529 Ha
Energy above the lowest of the compared OMol25 structures with the same formula, charge and spin   6.434 eV

Geometry (Å):
S -2.16438 0.27570 -0.40158
O -2.87948 -0.97870 -0.59383
O -2.34068 0.96641 0.85286
N -0.55485 0.20907 -0.82852
C 0.82405 -1.20893 0.73480
C 0.48781 0.18962 0.16278
C 1.71690 1.06280 -0.16193
H 1.13698 -1.12487 1.76652
H -2.87018 1.03550 -1.31037
H 0.09570 -1.99645 1.00192
H 0.00856 0.65728 1.06228
H 1.72595 -1.62837 0.22087
H -0.73063 -1.32966 -1.66698
H 2.41762 1.02960 0.62791
H 1.11503 2.04357 -0.31509
H 2.01160 0.79744 -1.15164

Forces on the atoms, in the same order (eV/Å):
-2.3 -0.7 0.5
1.3 0.4 0.0
0.8 -0.1 -0.3
-1.3 -3.5 -3.2
1.4 -0.7 0.2
-0.8 -0.9 3.2
-4.4 1.1 -1.4
0.8 0.8 0.4
1.4 0.1 0.0
-0.5 0.5 -1.5
0.2 0.0 -0.7
-0.9 0.0 0.1
0.6 3.9 2.2
0.8 0.2 0.5
1.9 -0.9 0.5
1.1 -0.3 -0.5

Charges computed using Mulliken, reported in e: 0.9563, -0.6149, -0.5632, -0.5612, -1.3832, 0.6935, -1.3403, 0.3903, 0.1260, 0.3748, 0.2261, 0.3247, 0.3364, 0.3669, 0.2888, 0.3787

---

2 unconnected molecules or ions with the total composition C3H9NO2S. Source: OMol25; level of theory: ωB97M-V with the def2-TZVPD basis set.

Properties
E_HOMO   -9.1 eV
2S+1   1
Electronic energy   -19675.68249 eV
Charge   0
LUMO   0.0190 Ha
Energy above the lowest of the compared OMol25 structures with the same formula, charge and spin   2.731 eV
SMILES string   N[C@H](C=O)CS.O

Geometry (Å):
S -0.46663 0.51450 -2.11794
O 2.74466 0.34510 2.06008
O -4.64590 0.90274 -0.31262
N 0.48139 -1.21542 0.94935
C 2.68130 -0.13839 0.91644
C 1.36671 -0.49768 0.08913
C 0.66217 0.71963 -0.56845
H 3.70789 -0.45195 0.42482
H -4.73808 0.17793 -0.99526
H -4.89342 1.72789 -0.70455
H -1.09052 -0.44147 -1.50581
H 0.28283 -0.80681 1.82131
H 0.70267 -2.18906 1.30546
H 1.70936 -1.27617 -0.67073
H 1.40167 1.38289 -0.96228
H 0.09391 1.24627 0.27104

Forces on the atoms, in the same order (eV/Å):
1.7 0.4 1.5
-0.8 -1.3 -3.3
0.2 -2.1 -0.4
-1.1 -2.7 0.6
1.5 0.9 1.4
1.3 -1.3 -0.3
-0.9 0.3 0.6
-1.7 0.5 0.5
0.1 1.6 1.1
-0.2 0.5 -0.6
-1.0 -1.0 0.3
-0.3 1.6 1.0
0.3 1.4 -1.6
-0.3 1.3 0.6
0.6 0.6 0.0
0.6 -0.6 -1.3

Charges computed using Mulliken, reported in e: -0.2080, -0.4753, -0.6373, -0.6265, -0.1062, 0.3511, -0.8192, 0.2730, 0.3230, 0.3148, 0.1254, 0.2281, 0.2465, 0.3019, 0.3869, 0.3217